This record from OMol25 describes a 9-piece molecular cluster, C42H110N8O14 overall at a distorted geometry. The level of theory is ωB97M-V with the def2-TZVPD basis set.

Last column: Mulliken charge in e.
Atoms and positions in Å:
C1 -6.78 1.70 4.16  -0.808
O1 -5.53 1.71 3.45  -0.264
C2 -4.61 0.79 4.02  -0.853
C3 -3.35 0.75 3.17  1.404
C4 -3.66 0.14 1.79  -0.895
N1 -2.27 0.02 3.86  -0.837
H1 -7.22 2.65 3.86  0.187
H2 -6.72 1.57 5.24  0.343
H3 -7.35 0.83 3.82  0.319
H4 -4.47 0.76 5.11  0.424
H5 -5.16 -0.16 3.87  0.323
H6 -3.05 1.80 3.01  -0.090
H7 -2.81 0.47 1.17  -0.202
H8 -4.41 0.78 1.33  0.084
H9 -3.90 -0.90 1.60  0.334
H10 -1.40 0.14 3.35  0.201
H11 -2.19 0.48 4.76  0.328
C5 -1.51 5.39 3.56  -0.886
O2 -0.12 5.40 3.28  -0.215
C6 0.64 4.66 4.21  -0.609
C7 2.11 5.05 4.14  0.321
C8 2.56 4.97 2.68  -1.278
N2 2.92 4.05 4.84  -0.664
H12 -1.77 4.76 4.41  0.390
H13 -2.08 5.04 2.70  0.246
H14 -1.85 6.38 3.87  0.280
H15 0.29 4.67 5.24  0.489
H16 0.61 3.61 3.90  0.201
H17 2.37 6.05 4.50  0.377
H18 2.09 5.76 2.09  0.395
H19 2.40 3.99 2.24  -0.013
H20 3.64 5.18 2.67  0.419
H21 2.75 4.09 5.84  0.205
H22 3.93 4.15 4.82  0.238
C9 -0.26 2.25 1.01  0.886
O3 0.24 1.10 0.38  0.409
C10 -0.15 0.95 -0.96  -0.858
C11 0.43 -0.43 -1.45  0.850
C12 -0.35 -0.93 -2.67  -1.487
N3 0.31 -1.57 -0.50  0.057
H23 -1.35 2.37 0.97  0.249
H24 0.16 3.17 0.59  -1.244
H25 0.03 2.29 2.06  -0.234
H26 -1.23 1.08 -1.14  0.225
H27 0.38 1.70 -1.56  -0.022
H28 1.48 -0.28 -1.68  0.218
H29 -1.32 -1.35 -2.39  0.402
H30 0.21 -1.81 -2.98  -0.140
H31 -0.35 -0.19 -3.47  0.499
H32 0.91 -1.43 0.30  0.133
H33 -0.66 -1.52 -0.21  0.149
C13 -1.99 -6.67 0.91  -0.750
O4 -0.69 -6.27 0.61  -0.188
C14 -0.54 -5.38 -0.47  -0.129
C15 -0.28 -6.10 -1.83  0.596
C16 0.78 -7.18 -1.68  -1.354
N4 0.08 -5.18 -2.92  -0.387
H34 -2.29 -7.62 0.45  0.294
H35 -2.72 -5.87 0.78  0.359
H36 -2.00 -6.94 1.97  0.153
H37 -1.45 -4.80 -0.69  0.376
H38 0.18 -4.60 -0.27  -0.302
H39 -1.23 -6.59 -2.07  0.108
H40 0.48 -8.09 -1.15  0.321
H41 1.69 -6.75 -1.25  0.197
H42 1.09 -7.51 -2.67  0.413
H43 -0.04 -4.24 -2.53  0.020
H44 -0.55 -5.20 -3.71  0.281
C17 3.21 -3.87 0.75  -0.142
O5 3.25 -4.34 2.04  -0.112
C18 4.49 -4.36 2.70  -0.829
C19 4.28 -4.48 4.19  -0.595
N5 3.71 -5.82 4.40  -0.416
C20 3.11 -5.99 5.72  -0.532
C21 1.91 -6.94 5.78  -0.667
O6 0.72 -6.38 5.30  -0.427
C22 0.44 -6.47 3.91  -0.419
H45 2.18 -3.97 0.39  -0.338
H46 3.79 -4.53 0.09  0.359
H47 3.43 -2.80 0.63  0.141
H48 4.98 -3.39 2.53  0.451
H49 5.18 -5.10 2.26  0.327
H50 3.51 -3.77 4.50  0.297
H51 5.08 -4.19 4.88  0.460
H52 3.00 -5.98 3.70  0.280
H53 2.90 -5.03 6.22  0.334
H54 3.89 -6.33 6.42  0.366
H55 1.77 -7.28 6.81  0.379
H56 2.14 -7.84 5.20  0.392
H57 0.26 -5.46 3.56  0.285
H58 -0.39 -7.15 3.70  0.110
H59 1.31 -6.84 3.36  0.251
C23 3.60 1.46 -4.10  -0.338
O7 2.35 1.38 -4.76  -0.193
C24 2.47 1.03 -6.10  -0.698
C25 1.38 0.07 -6.62  -0.790
N6 0.96 -1.01 -5.71  -0.087
C26 1.88 -2.16 -5.74  0.036
C27 1.84 -2.96 -7.06  -0.377
O8 2.73 -4.07 -6.91  -0.468
C28 2.19 -5.16 -6.17  -0.283
H60 4.06 0.47 -3.95  0.331
H61 3.54 1.91 -3.11  -0.357
H62 4.31 1.97 -4.75  0.458
H63 3.47 0.79 -6.49  0.478
H64 2.29 1.96 -6.66  0.425
H65 1.55 -0.24 -7.64  0.385
H66 0.52 0.75 -6.58  0.340
H67 1.12 -0.66 -4.77  -0.255
H68 1.63 -2.81 -4.90  -0.102
H69 2.87 -1.83 -5.41  0.206
H70 2.18 -2.34 -7.89  0.311
H71 0.87 -3.44 -7.18  0.313
H72 2.94 -5.90 -5.93  0.256
H73 1.43 -5.69 -6.77  0.267
H74 1.79 -4.67 -5.28  0.050
C29 -8.89 2.75 0.37  -0.619
O9 -8.30 2.40 -0.87  -0.367
C30 -7.04 2.99 -1.23  0.188
C31 -6.86 2.84 -2.70  -1.000
N7 -6.18 1.62 -3.08  -0.098
C32 -4.74 1.71 -3.08  -0.782
C33 -4.02 0.34 -3.16  -0.265
O10 -4.08 -0.35 -1.91  -0.052
C34 -5.31 -0.82 -1.43  -0.575
H75 -9.82 2.17 0.33  0.266
H76 -9.16 3.81 0.33  0.322
H77 -8.27 2.40 1.19  0.123
H78 -6.35 2.38 -0.63  -0.242
H79 -7.07 4.04 -0.94  0.535
H80 -6.38 3.74 -3.11  0.287
H81 -7.86 2.70 -3.12  0.439
H82 -6.58 1.13 -3.86  0.249
H83 -4.39 2.18 -2.16  0.265
H84 -4.39 2.41 -3.85  0.466
H85 -2.94 0.47 -3.21  -0.104
H86 -4.39 -0.37 -3.90  0.389
H87 -5.86 -1.52 -2.08  0.301
H88 -6.03 -0.01 -1.30  0.125
H89 -5.05 -1.39 -0.54  0.176
C35 -0.99 6.81 -0.54  -0.557
O11 -0.70 6.15 -1.77  -0.524
C36 0.42 5.27 -1.69  1.377
C37 1.72 6.04 -1.68  -0.646
N8 2.88 5.24 -2.06  -0.405
C38 3.14 4.17 -1.08  1.530
C39 4.57 3.62 -1.07  -1.115
O12 5.47 4.47 -0.39  -0.373
C40 6.82 4.13 -0.58  -0.835
H90 -1.89 7.41 -0.67  0.316
H91 -0.25 7.59 -0.33  0.278
H92 -1.15 6.03 0.21  0.126
H93 0.39 4.79 -2.67  0.167
H94 0.33 4.61 -0.83  -0.944
H95 1.92 6.48 -0.69  0.276
H96 1.60 6.85 -2.39  0.406
H97 3.67 5.86 -2.14  0.291
H98 2.59 3.30 -1.44  -0.436
H99 2.78 4.38 -0.07  -0.547
H100 4.88 3.59 -2.12  0.540
H101 4.50 2.60 -0.69  0.437
H102 7.44 4.45 0.26  0.271
H103 7.23 4.67 -1.44  0.288
H104 7.00 3.05 -0.64  0.333
O13 2.46 1.66 3.34  -0.245
C41 3.30 0.52 3.52  -0.739
C42 3.30 -0.42 2.32  0.113
O14 2.02 -0.68 1.81  -0.216
H105 2.66 2.30 4.05  0.072
H106 4.32 0.84 3.75  0.463
H107 2.97 0.00 4.43  0.377
H108 3.95 -1.24 2.63  -0.027
H109 3.88 0.12 1.56  0.166
H110 1.47 0.05 2.12  -0.107

Results
molar mass = 951.38 g mol⁻¹
electronic energy = -85912.1775 eV
relative energy (zero: lowest compared OMol25 entry of this formula, charge and spin) = 14.24 kcal/mol
orbital gap = 8.8 eV
strongest force on any atom = 0.0530 hartree/bohr
HOMO = -8.3735 eV